The following is a DFT calculation (ωB97M-V/def2-TZVPD) of a molecular structure, C10H7N3OS at a distorted geometry.

Element x y z (Å)
C: 2.1260 1.3879 -3.4802
C: 1.9864 -1.0245 -4.2906
C: -0.6900 -2.3873 -2.3556
C: 0.9081 -0.4255 -2.1963
C: 0.3588 -1.5269 0.0077
C: 1.6947 0.0180 -3.3076
C: 0.5642 -1.8213 -1.8613
C: 0.0143 -0.1217 0.0140
C: 0.6084 0.7403 1.1711
C: -1.5139 0.0081 0.2325
N: 2.6917 2.4046 -3.5490
N: 2.1902 -1.8998 -4.9955
N: -1.7498 -2.6641 -2.7499
O: 0.4851 0.4418 -1.2353
S: 0.4669 -2.6828 1.0498
H: 1.3261 -2.5119 -2.2587
H: 0.1937 0.4912 2.2371
H: 0.2126 1.7279 1.1208
H: 1.6982 0.8779 0.9871
H: -1.9437 -0.9667 0.4803
H: -2.1065 0.2994 -0.7565
H: -1.6167 0.6531 1.0833

Atomic forces in eV per Å
1.284 0.490 0.253
-0.270 1.755 1.350
-1.854 0.918 -0.405
0.820 1.958 -1.086
1.046 -2.000 -3.396
-2.061 -1.380 1.832
0.002 -0.621 1.620
-0.613 1.614 1.006
0.515 -0.522 0.650
-1.377 -0.614 -2.719
-1.271 -1.458 -0.003
0.176 -0.717 -0.611
1.720 0.099 0.676
0.454 0.079 -1.012
0.070 -0.220 0.503
0.203 0.189 0.956
1.457 -0.500 -1.989
-0.444 0.913 -0.802
-0.577 -0.536 0.929
0.094 0.137 0.132
1.436 -0.104 2.212
-0.810 0.518 -0.097

- HOMO-LUMO gap: 8.21 eV
- LUMO level: -1.49 eV
- DFT total energy: -27832.057 eV
- F_max: 4.1 eV Å⁻¹
- HOMO: -9.69 eV
- Energy relative to the best compared isomer or geometry (same formula, charge and spin): 114.0 kJ/mol

Here are the natural (NBO) charges for atoms 1 to 5, given in e: 0.27 0.27 0.26 0.48 -0.06

=====

The following is a DFT calculation (ωB97M-V/def2-TZVPD) of C3H4N2O in the gas phase.

Element x y z (Å)
H: -1.5662 -1.7047 -1.0416
N: -0.6338 -1.3429 -0.8363
C: -0.7298 -0.3173 -0.1062
O: -1.9242 0.1969 0.2931
C: 0.4757 0.4129 0.3946
C: 1.7516 0.3339 -0.2847
N: 1.6992 -0.4242 0.7068
H: -1.7840 0.9686 0.8572
H: 0.2801 1.2356 1.0869
H: 2.4314 0.6411 -1.0699

Atomic forces in eV per Å
0.112 -0.023 -0.039
-0.164 0.311 0.177
0.241 -0.183 -0.173
-0.008 0.114 0.069
-0.315 0.154 0.112
0.086 -0.333 0.362
0.227 0.298 -0.401
-0.037 -0.109 -0.058
0.017 -0.117 -0.108
-0.160 -0.112 0.059

- HOMO-LUMO gap: 10.73 eV
- SMILES string: [H]/N=C(\O)[C@@H]1C=N1
- LUMO level: 0.68 eV
- DFT total energy: -8201.230 eV
- F_max: 0.5 eV Å⁻¹
- HOMO: -10.05 eV
- Energy relative to the best compared isomer or geometry (same formula, charge and spin): 256.2 kJ/mol

Here are the natural (NBO) charges for atoms 1 to 5, given in e: 0.35 -0.69 0.53 -0.68 -0.25

=====

The following is a DFT calculation (ωB97M-V/def2-TZVPD) of C4H6BrPS in the gas phase.

Element x y z (Å)
S: -1.1661 0.6207 4.8318
P: -0.1537 0.8948 3.1977
C: -0.9153 -0.3005 2.0560
C: -0.5519 -0.5023 0.7894
C: 0.5485 0.2086 0.0754
C: 0.0719 0.8108 -1.2412
Br: -1.5730 1.8530 -1.0177
H: -1.7331 -0.8676 2.4779
H: -1.0959 -1.2277 0.1936
H: 0.9738 0.9811 0.7189
H: 1.3364 -0.5143 -0.1641
H: 0.8128 1.5014 -1.6425
H: -0.1613 0.0369 -1.9678

Atomic forces in eV per Å
0.414 0.198 -0.451
-0.560 -0.387 0.284
0.073 0.103 0.240
0.154 0.056 0.094
-0.132 0.166 0.009
0.050 0.136 0.086
0.235 -0.038 -0.057
-0.125 -0.110 0.015
-0.075 -0.109 -0.010
0.056 -0.029 -0.118
0.063 0.083 0.001
-0.132 -0.142 -0.058
-0.023 0.074 -0.034

- HOMO-LUMO gap: 7.37 eV
- SMILES string: S=P/C=C\CCBr
- LUMO level: -1.35 eV
- DFT total energy: -94411.096 eV
- F_max: 0.7 eV Å⁻¹
- HOMO: -8.72 eV
- Energy relative to the best compared isomer or geometry (same formula, charge and spin): 104.2 kJ/mol

Here are the natural (NBO) charges for atoms 1 to 5, given in e: -0.39 0.64 -0.60 -0.08 -0.49